C3H9Cl2IrO7P2 as an isolated structure, computed with ωB97M-V/def2-TZVPD.

Last column: Mulliken spin population.
Atoms and positions in Å:
Ir1 -0.40 -0.06 1.35  0.002
Cl1 0.67 1.44 2.87  0.000
C1 0.48 2.80 1.68  0.000
Cl2 -0.34 2.00 0.27  -0.001
H1 1.47 3.14 1.37  0.000
H2 -0.17 3.57 2.10  0.000
C2 -0.29 -4.37 1.69  0.019
C3 -0.10 -2.96 1.27  0.583
O1 -0.30 -1.97 2.24  0.089
P1 1.29 -2.32 0.26  0.014
O2 2.50 -2.48 1.19  0.013
O3 1.58 -3.06 -1.04  -0.002
O4 0.85 -0.85 0.05  0.000
P2 -1.87 -2.33 -0.36  0.020
O5 -3.09 -3.12 0.12  0.012
O6 -1.10 -2.69 -1.53  0.114
O7 -1.87 -0.98 0.34  0.071
H3 0.50 -4.65 2.41  0.055
H4 -0.20 -5.05 0.84  0.001
H5 -1.25 -4.52 2.18  0.016
H6 -0.79 -2.27 3.03  -0.009
H7 3.39 -2.75 0.89  0.003
H8 0.99 -2.97 -1.82  0.000
H9 -3.51 -3.78 -0.46  0.000

Values from the calculation:
Gap between HOMO and LUMO (spin up / spin down): 7.3157 / 8.1246 eV
Multiplicity: 2
Net charge: +3
HOMO energy (spin up / spin down): -21.0284 / -22.1166 eV

---

A 3-piece molecular cluster, C3H9ClN3 overall, computed with ωB97M-V/def2-TZVPD.

Last column: Mulliken charge in e.
Atoms and positions in Å:
C1 -0.83 -0.76 0.45  -0.238
C2 -2.19 -0.74 0.58  0.016
C3 -0.06 0.36 0.16  0.320
N1 -3.69 -2.49 1.04  -0.446
N2 1.18 0.27 0.34  -0.185
N3 3.33 1.94 -1.11  -0.840
Cl1 -3.17 0.56 0.45  -0.067
H1 -0.47 -1.78 0.65  0.258
H2 -0.66 1.16 -0.23  0.335
H3 -4.41 -2.23 0.46  0.262
H4 -3.22 -3.15 0.54  0.261
H5 1.59 -0.60 0.66  0.279
H6 1.88 0.92 -0.09  0.306
H7 3.55 1.69 -2.00  0.241
H8 2.93 2.85 -1.23  0.253
H9 4.23 2.01 -0.68  0.245

Values from the calculation:
Gap between HOMO and LUMO: 8.6971 eV
Energy above the lowest of the compared OMol25 structures with the same formula, charge and spin: 117.3 kcal/mol
Net charge: +1
HOMO energy: -13.7106 eV

---

A single C3H9ClNOP molecule, computed with ωB97M-V/def2-TZVPD.

Last column: Mulliken charge in e.
Atoms and positions in Å:
C1 -0.63 -0.74 -1.74  -1.307
C2 -0.70 0.40 -0.58  0.417
C3 -1.71 0.16 0.49  -1.100
O1 0.58 0.71 -0.09  -0.350
P1 1.38 -0.46 0.90  0.310
N1 2.31 0.71 1.75  -0.475
Cl1 2.77 -1.14 -0.38  -0.232
H1 -0.22 -1.66 -1.27  0.324
H2 -1.57 -1.07 -2.13  0.418
H3 -0.08 -0.45 -2.56  0.379
H4 -0.95 1.33 -1.11  0.251
H5 -2.27 -0.69 0.07  0.302
H6 -2.48 0.80 0.76  0.357
H7 -1.26 -0.07 1.47  0.238
H8 3.06 0.60 2.50  0.222
H9 1.77 1.57 1.91  0.246

Values from the calculation:
Gap between HOMO and LUMO: 9.7992 eV
Energy above the lowest of the compared OMol25 structures with the same formula, charge and spin: 13.6 kcal/mol
Net charge: 0
HOMO energy: -8.7892 eV
SMILES: CC(C)OP(N)Cl

---

A 2-piece molecular cluster, C3H9FN2 overall, computed with ωB97M-V/def2-TZVPD.

Last column: Mulliken charge in e.
Atoms and positions in Å:
C1 -0.62 -0.79 -2.13  -0.760
C2 0.17 0.05 2.21  -0.674
C3 0.51 -0.81 -1.26  -0.724
N1 0.10 1.18 1.41  -0.133
N2 -0.72 1.13 0.37  -0.069
F1 -0.44 2.26 -0.39  -0.207
H1 -1.52 -0.53 -1.57  0.239
H2 -0.40 -0.15 -2.96  0.247
H3 -0.78 -1.80 -2.52  0.336
H4 -0.83 -0.05 2.63  0.286
H5 0.78 -0.70 1.66  0.234
H6 0.70 0.41 3.11  0.303
H7 0.85 -1.60 -0.51  0.237
H8 1.19 -0.06 -1.19  0.437
H9 1.02 1.46 1.15  0.247

Values from the calculation:
Gap between HOMO and LUMO (spin up / spin down): 8.9670 / 8.4962 eV
Energy above the lowest of the compared OMol25 structures with the same formula, charge and spin: 140.4 kcal/mol
Net charge: 0
HOMO energy (spin up / spin down): -8.1464 / -7.7235 eV

---

A 2-piece molecular cluster, C3H9FN4 overall, computed with ωB97M-V/def2-TZVPD.

Last column: Mulliken charge in e.
Atoms and positions in Å:
C1 0.71 -2.18 -0.60  0.476
C2 -0.06 0.62 0.66  -0.663
C3 0.85 -0.03 -0.28  -0.071
N1 -0.04 -3.14 1.41  -0.483
N2 -0.01 -2.59 0.36  0.363
N3 0.80 -2.27 -1.90  -0.284
N4 0.19 2.08 0.66  -0.240
F1 0.76 0.48 -1.53  -0.274
H1 0.08 0.35 1.71  0.397
H2 -1.11 0.32 0.52  0.408
H3 1.95 0.03 -0.01  0.370
H4 -0.99 -3.30 1.87  0.349
H5 1.11 -1.47 -2.47  0.257
H6 1.00 -3.03 -2.49  0.276
H7 -0.66 2.26 1.21  0.398
H8 0.24 2.57 -0.18  0.305
H9 1.05 2.36 1.28  0.416

Values from the calculation:
Gap between HOMO and LUMO: 8.3720 eV
Energy above the lowest of the compared OMol25 structures with the same formula, charge and spin: 36.9 kcal/mol
Net charge: +2
HOMO energy: -17.9924 eV

---

C3H9FNO2P as an isolated structure, computed with ωB97M-V/def2-TZVPD.

Last column: Mulliken spin population.
Atoms and positions in Å:
C1 -1.82 1.22 0.71  0.084
C2 1.90 -1.69 0.57  -0.006
C3 -1.85 0.99 -0.78  -0.023
N1 1.35 -0.52 -0.13  0.759
O1 -0.98 -1.90 -0.51  0.161
O2 -0.67 0.52 -1.26  -0.030
F1 3.58 1.44 -0.47  0.005
P1 -0.10 -0.74 -0.55  1.000
H1 -1.39 0.31 1.37  -0.043
H2 -1.10 2.13 0.85  -0.007
H3 -2.89 1.38 1.09  0.008
H4 2.20 -2.45 -0.23  0.086
H5 2.71 -1.40 1.21  0.001
H6 1.17 -2.26 1.26  0.006
H7 -2.30 1.76 -1.39  0.003
H8 -2.57 0.23 -0.86  -0.003
H9 2.77 0.99 -0.88  -0.001

Values from the calculation:
Gap between HOMO and LUMO (spin up / spin down): 5.7110 / 7.1862 eV
Multiplicity: 3
Energy above the lowest of the compared OMol25 structures with the same formula, charge and spin: 37.6 kcal/mol
Net charge: 0
HOMO energy (spin up / spin down): -5.3157 / -11.0316 eV

---

A 2-piece molecular cluster, C3H9FO2Si overall, computed with ωB97M-V/def2-TZVPD.

Last column: Mulliken charge in e.
Atoms and positions in Å:
C1 3.08 -0.71 0.81  -1.005
Si1 1.40 -0.77 1.21  0.754
F1 0.39 -1.79 1.70  -0.174
O1 0.36 0.42 1.29  -0.238
C2 0.19 1.63 0.69  -0.641
H1 3.69 -1.55 0.60  0.274
H2 3.40 0.30 0.59  0.235
H3 -0.86 1.86 0.36  0.181
H4 0.65 1.56 -0.33  0.315
H5 0.63 2.29 1.32  0.340
C3 -2.51 -0.48 -1.39  -0.515
O2 -1.07 -0.60 -1.73  -0.475
H6 -3.10 -1.43 -1.46  0.269
H7 -2.94 0.17 -2.20  0.228
H8 -2.76 0.07 -0.43  0.222
H9 -0.55 -0.97 -1.04  0.230

Values from the calculation:
Gap between HOMO and LUMO: 8.7417 eV
Energy above the lowest of the compared OMol25 structures with the same formula, charge and spin: 83.5 kcal/mol
Net charge: 0
HOMO energy: -8.4730 eV
SMILES: C=[Si](F)OC.CO

---

C3H9FeO3 as an isolated structure, computed with ωB97M-V/def2-TZVPD.

Last column: Mulliken spin population.
Atoms and positions in Å:
Fe1 -1.40 0.36 1.02  5.530
O1 -2.74 -1.37 1.58  0.119
H1 -2.58 -1.66 2.48  -0.002
C1 0.86 2.22 0.00  -0.084
O2 0.25 0.94 -0.06  -0.072
C2 1.02 -0.06 -0.72  0.011
C3 0.17 -1.30 -0.89  -0.006
H2 0.22 2.86 0.62  0.084
H3 1.86 2.13 0.46  -0.010
H4 0.94 2.63 -1.01  -0.008
H5 1.89 -0.28 -0.08  -0.008
H6 1.34 0.34 -1.69  0.002
H7 0.84 -2.10 -1.25  0.038
H8 -0.58 -1.14 -1.69  0.002
O3 -0.43 -1.64 0.33  0.424
H9 -1.66 -1.91 0.90  -0.020

Values from the calculation:
Gap between HOMO and LUMO (spin up / spin down): 7.9510 / 7.2680 eV
Multiplicity: 7
Net charge: +1
HOMO energy (spin up / spin down): -11.7402 / -15.3428 eV

---

An isolated ion of composition C3H9IN3 and charge +1, computed with ωB97M-V/def2-TZVPD.

Last column: Mulliken charge in e.
Atoms and positions in Å:
N1 0.70 -1.67 -0.33  -0.405
C1 -0.25 -0.77 0.39  0.227
C2 0.55 0.43 0.86  -0.717
C3 0.13 1.56 -0.04  -0.525
N2 -0.48 0.82 -1.20  -0.381
N3 -1.15 -0.33 -0.66  -0.650
I1 -3.20 -0.12 0.10  0.188
H1 1.36 -0.99 -0.84  0.407
H2 1.33 -1.98 0.41  0.352
H3 0.26 -2.41 -1.04  0.407
H4 -0.66 -1.12 1.31  0.400
H5 1.66 0.09 0.93  0.283
H6 0.35 0.63 1.91  0.368
H7 -0.54 2.25 0.29  0.434
H8 1.07 2.15 -0.34  0.274
H9 -1.12 1.45 -1.75  0.338

Values from the calculation:
Gap between HOMO and LUMO: 8.2699 eV
Energy above the lowest of the compared OMol25 structures with the same formula, charge and spin: 54.9 kcal/mol
Net charge: +1
HOMO energy: -12.5671 eV
SMILES: [NH3+][C@H]1CCNN1I

---

A 2-piece molecular cluster, C3H9IN3 overall, computed with ωB97M-V/def2-TZVPD.

Last column: Mulliken charge in e.
Atoms and positions in Å:
C1 1.09 0.27 0.65  -0.411
C2 0.65 1.45 0.00  -0.601
C3 0.18 -0.83 0.13  0.123
N1 -0.38 -0.23 -1.15  -0.286
N2 0.92 -2.01 -0.34  -0.518
N3 0.01 0.96 -1.28  0.308
I1 -3.57 0.14 0.46  -0.087
H1 2.12 0.04 0.36  0.277
H2 1.02 0.31 1.77  0.350
H3 -0.08 2.03 0.42  0.366
H4 1.49 2.09 -0.12  0.335
H5 -0.73 -0.95 0.75  0.329
H6 0.41 -2.72 -0.75  0.219
H7 1.75 -1.74 -0.75  0.181
H8 -0.07 1.50 -2.11  0.260
H9 -4.86 -0.88 0.79  0.156

Values from the calculation:
Gap between HOMO and LUMO: 7.6888 eV
Energy above the lowest of the compared OMol25 structures with the same formula, charge and spin: 48.3 kcal/mol
Net charge: +1
HOMO energy: -13.3193 eV

---

A 2-piece molecular cluster, C3H9INOS overall, computed with ωB97M-V/def2-TZVPD.

Last column: Mulliken charge in e.
Atoms and positions in Å:
C1 0.11 0.04 -1.36  -0.802
C2 1.10 0.77 0.80  -1.033
C3 -0.80 -0.81 0.86  -0.799
N1 -0.17 0.37 0.14  -0.018
O1 -1.37 2.65 1.14  -0.309
S1 -1.27 1.88 -0.07  0.551
I1 0.39 -4.13 -2.70  0.026
H1 0.67 -0.87 -1.56  0.278
H2 -0.98 0.02 -1.81  0.414
H3 0.79 0.79 -1.72  0.361
H4 1.85 -0.04 0.92  0.447
H5 1.59 1.61 0.40  0.424
H6 1.03 1.00 1.83  0.414
H7 -1.89 -0.85 0.84  0.316
H8 -0.52 -1.78 0.47  0.322
H9 -0.53 -0.68 1.84  0.408

Values from the calculation:
Gap between HOMO and LUMO (spin up / spin down): 6.6724 / 7.0494 eV
Energy above the lowest of the compared OMol25 structures with the same formula, charge and spin: 50.9 kcal/mol
Net charge: +1
HOMO energy (spin up / spin down): -12.8326 / -13.1851 eV

---

A 2-piece molecular cluster, C3H9N overall, computed with ωB97M-V/def2-TZVPD.

Last column: Mulliken spin population.
Atoms and positions in Å:
C1 -3.64 -2.22 1.17  0.012
C2 -5.05 -1.62 1.29  0.005
H1 -3.34 -2.45 0.14  -0.002
H2 -3.61 -3.20 1.64  -0.002
H3 -2.88 -1.48 1.41  -0.004
H4 -5.67 -2.04 2.08  -0.002
H5 -4.92 -0.59 1.68  -0.001
H6 -5.61 -1.43 0.38  -0.002
C3 4.26 2.19 -1.30  0.533
N1 5.59 2.04 -1.58  0.407
H7 3.63 1.44 -1.76  0.042
H8 3.91 2.98 -0.63  0.020
H9 6.10 2.59 -0.88  -0.006

Values from the calculation:
Gap between HOMO and LUMO (spin up / spin down): 1.3897 / 5.2646 eV
Multiplicity: 2
Energy above the lowest of the compared OMol25 structures with the same formula, charge and spin: 29.5 kcal/mol
Net charge: -1
HOMO energy (spin up / spin down): 1.3006 / -2.5910 eV

---

no.,DFT total energy (eV)
1,-64020.295
2,-20238.435
3,-28606.302
4,-8948.411
5,-11912.146
6,-20842.832
7,-17946.208
8,-43773.729
9,-15818.623
10,-15818.912
11,-25720.344
12,-4744.075